Computed, not measured: a structure of composition C8H11CdNO2, with the ωB97M-V functional and the def2-TZVPD basis.

Element x y z (Å)
C (1.0248, -1.2187, -1.7127)
C (-0.3645, -1.6181, -1.7323)
C (-0.6383, -2.3679, -0.5158)
C (0.6085, -2.4491, 0.2344)
C (1.6247, -1.7380, -0.5079)
Cd (-0.2183, -0.2560, 0.2411)
N (1.0679, 1.6919, 0.2759)
C (0.0452, 2.3203, -0.4779)
C (-1.1445, 1.4832, -0.8413)
H (-1.6026, -2.8033, -0.2216)
H (-1.1149, -1.3287, -2.4816)
H (0.7437, -2.9682, 1.1924)
H (2.6701, -1.6025, -0.1944)
H (1.5233, -0.5884, -2.4647)
H (-1.2808, 1.2712, -1.9087)
H (-0.3020, 3.1323, 0.1735)
H (2.0418, 2.0106, 0.4760)
H (-2.0732, 1.6261, -0.2748)
H (0.5275, 2.6610, -1.3975)
O (-0.8875, 0.7894, 4.2784)
C (-0.8024, 0.7069, 3.0425)
O (-0.0842, -0.1833, 2.4372)
H (-1.3642, 1.4292, 2.3796)

Energy above the lowest of the compared OMol25 structures with the same formula, charge and spin in eV: 0.000
HOMO energy in eV: 1.45
Net charge: -2
Multiplicity: 1
Lowest unoccupied orbital energy in eV: 6.6

Computed, not measured: a cluster of 2 separate species, C3H9O in total, with the ωB97M-V functional and the def2-TZVPD basis.

Element x y z (Å)
C (2.2459, 0.6166, 0.5230)
H (1.8288, 0.0046, -0.2724)
H (3.1483, 0.0746, 0.8236)
H (2.5231, 1.5569, 0.0513)
H (1.5761, 0.7802, 1.3554)
C (-1.2789, 0.2639, 0.1107)
O (-0.6355, 1.1842, -0.5624)
C (-1.5718, -1.0288, -0.7385)
H (-0.7075, -0.1848, 1.0102)
H (-2.2462, 0.5968, 0.6010)
H (-2.3203, -0.8119, -1.5101)
H (-0.6101, -1.1794, -1.2302)
H (-1.9519, -1.8729, -0.1617)

Energy above the lowest of the compared OMol25 structures with the same formula, charge and spin in eV: 0.305
HOMO energy in eV: -2.12
Net charge: -1
Multiplicity: 1
Lowest unoccupied orbital energy in eV: 4.5

Computed, not measured: a structure of composition C35H37NO3P2Pb, with the ωB97M-V functional and the def2-TZVPD basis.

Element x y z (Å)
Pb (2.5249, -0.4604, -1.2784)
C (4.0576, 2.5941, -3.9047)
C (2.9376, 3.2726, -3.6286)
C (2.1994, 4.0101, -4.6878)
C (1.8977, 3.2128, -5.9789)
C (1.7200, 1.7170, -5.7901)
C (2.6952, 0.8233, -5.8202)
C (4.1578, 1.1242, -5.9821)
C (4.6219, 2.4004, -5.2618)
C (-1.0163, -1.3331, -1.0118)
H (4.7510, 2.2530, -3.1117)
H (2.5484, 3.3991, -2.6143)
H (2.6924, 4.9541, -4.9853)
H (1.2292, 4.3189, -4.2715)
H (0.9446, 3.6007, -6.3725)
H (2.6558, 3.4271, -6.7537)
H (0.6600, 1.4122, -5.8125)
H (2.4613, -0.2372, -5.9274)
H (4.4393, 1.1996, -7.0485)
H (4.7339, 0.2741, -5.5808)
H (5.7131, 2.3213, -5.2006)
H (4.3951, 3.2730, -5.8895)
H (0.0077, -1.3011, -0.5950)
H (-1.5109, -2.3260, -0.9138)
H (-1.6721, -0.6472, -0.4606)
P (0.9188, 2.1949, -0.6165)
P (-0.7191, -0.7879, -2.6794)
C (0.1057, 1.9803, -2.2273)
C (-0.1722, 0.8719, -2.9878)
C (0.3010, 3.8191, -0.0645)
C (0.3367, 4.9939, -0.8465)
C (-0.1533, 6.1963, -0.3296)
C (-0.6669, 6.2414, 0.9679)
C (-0.6667, 5.0955, 1.7653)
C (-0.1954, 3.8857, 1.2492)
C (2.7490, 2.4289, -0.5843)
C (3.6670, 1.5163, -1.2601)
C (5.0069, 1.3271, -0.7713)
C (5.5573, 2.3679, -0.0196)
C (4.7550, 3.4735, 0.3069)
C (3.3750, 3.5197, 0.0381)
C (-2.3184, -0.9466, -3.4009)
C (-3.3081, -0.1147, -2.8501)
C (-4.6345, -0.3516, -3.1927)
C (-4.9564, -1.4030, -4.0544)
C (-3.9538, -2.2294, -4.5738)
C (-2.6152, -2.0216, -4.2349)
C (0.4872, -1.9331, -3.3801)
C (0.9626, -3.0748, -2.7013)
C (2.0048, -3.8355, -3.2498)
C (2.5527, -3.5095, -4.4815)
C (2.0221, -2.4478, -5.1930)
C (0.9937, -1.6621, -4.6604)
H (-0.2726, 2.9375, -2.6502)
H (-0.3963, 1.1064, -4.0432)
H (0.7700, 4.9758, -1.8479)
H (-0.1330, 7.1041, -0.9452)
H (-1.0681, 7.1814, 1.3637)
H (-1.0353, 5.1415, 2.7993)
H (-0.1847, 2.9736, 1.8465)
H (3.5018, 1.2856, -2.3672)
H (5.6048, 0.4660, -1.1269)
H (6.6261, 2.3496, 0.2541)
H (5.2154, 4.3250, 0.7919)
H (2.7954, 4.4095, 0.2660)
H (-3.0278, 0.6839, -2.1552)
H (-5.4086, 0.2922, -2.7670)
H (-6.0041, -1.5943, -4.3070)
H (-4.1993, -3.0477, -5.2354)
H (-1.8139, -2.6639, -4.5921)
H (0.4932, -3.3792, -1.7606)
H (2.3736, -4.7140, -2.7157)
H (3.3645, -4.1126, -4.9213)
H (2.4135, -2.2301, -6.1849)
H (0.5717, -0.8329, -5.2274)
O (0.6481, 0.4899, 2.9692)
N (0.8448, 0.2653, 1.7913)
O (1.7026, -0.5692, 1.3198)
O (0.0583, 0.8845, 0.8968)

Energy above the lowest of the compared OMol25 structures with the same formula, charge and spin in eV: 6.360
HOMO energy (alpha / beta) in eV: -5.23 / -5.36
Net charge: 0
Multiplicity: 1
Lowest unoccupied orbital energy (alpha / beta) in eV: -0.4 / -0.3

Computed, not measured: the ion C5H9ClN3 with charge +1, with the ωB97M-V functional and the def2-TZVPD basis.

Element x y z (Å)
C (-1.0100, -1.4478, 0.1474)
C (-1.9431, -0.5005, 0.6574)
C (0.1723, -1.1578, -0.4548)
C (-2.1886, 0.7265, 0.1765)
C (1.7844, 1.9737, 0.6174)
N (0.8472, 0.0648, -0.3708)
N (1.0920, 0.7484, 0.7100)
N (0.8548, -2.1054, -1.2495)
Cl (-3.3526, 1.7668, 0.9575)
H (-1.3763, -2.4771, 0.1621)
H (-2.5982, -1.0128, 1.3189)
H (-1.7213, 1.2651, -0.6033)
H (1.9297, 2.5292, -0.2459)
H (1.3350, 2.5983, 1.2758)
H (2.7642, 1.7297, 0.9814)
H (1.2392, 0.3392, -1.2387)
H (0.4470, -2.9922, -1.2089)
H (1.7243, -2.0480, -1.6326)

Energy above the lowest of the compared OMol25 structures with the same formula, charge and spin in eV: 4.242
HOMO energy (alpha / beta) in eV: -12.21 / -12.43
Net charge: +1
Multiplicity: 1
Lowest unoccupied orbital energy (alpha / beta) in eV: -6.4 / -5.5
SMILES string: C/N=[NH+]/C(N)=C\C=C\Cl

Computed, not measured: a cluster of 9 separate species, H18O9 in total, with the ωB97M-V functional and the def2-TZVPD basis.

Element x y z (Å)
O (-1.1223, -0.8840, -1.7232)
H (-2.0713, -0.8050, -1.9382)
H (-0.6053, -0.8370, -2.5322)
O (-0.5943, 1.8210, -1.6172)
H (0.0787, 1.9730, -0.9582)
H (-0.7553, 0.8800, -1.5272)
O (-2.0883, -1.0770, 3.7448)
H (-1.2493, -0.8780, 4.1868)
H (-1.9383, -1.4400, 2.8668)
O (1.6217, 1.8210, 2.2798)
H (2.4587, 2.0310, 2.6358)
H (1.7007, 0.9900, 1.7998)
O (1.0307, -0.5990, -3.4192)
H (1.6527, -0.4940, -2.6672)
H (1.2047, 0.1800, -4.0482)
O (1.1037, -0.4480, 0.8108)
H (1.1737, -0.8120, -0.0972)
H (0.2997, -0.8670, 1.0048)
O (-1.6513, -1.9980, 1.1938)
H (-1.4833, -1.6100, 0.3498)
H (-2.5783, -2.1630, 1.0768)
O (-1.5223, 1.0130, 1.1568)
H (-2.3823, 0.5610, 1.2388)
H (-1.5023, 1.2410, 0.2168)
O (2.8817, 0.5030, -1.5252)
H (3.7487, 0.5190, -1.1522)
H (2.5887, 1.3800, -1.3562)

Energy above the lowest of the compared OMol25 structures with the same formula, charge and spin in eV: 2.331
HOMO energy in eV: -10.60
Net charge: 0
Multiplicity: 1
Lowest unoccupied orbital energy in eV: 0.0
SMILES string: O.O.O.O.O.O.O.O.O